1.
9 unconnected molecules or ions with the total composition C25H65N2O11, computed with ωB97M-V/def2-TZVPD.

Structure (XYZ):
```
103
Properties=species:S:1:pos:R:3:forces:R:3:lowdin_charge:R:1
O 1.3061 6.1503 -6.5677 -0.067 0.017 0.121 -0.14
O -1.1328 2.7036 0.3074 0.232 0.148 0.220 0.09
O 1.1959 3.5600 -4.2603 0.010 0.115 -0.143 -0.13
O -2.1461 1.6596 -1.3998 -0.070 -0.227 -0.189 -0.02
O -8.9889 0.8928 2.8730 -0.065 0.028 -0.029 -0.13
O -1.7006 -2.7521 -4.3036 -0.017 -0.062 -0.056 -0.12
O 0.3314 -3.0884 3.1424 0.110 -0.069 0.108 -0.04
O -4.6055 -0.4234 2.7799 0.061 0.054 0.003 -0.15
O 6.7106 -4.8588 3.3651 0.066 0.014 0.038 -0.13
O 5.6675 6.3537 -7.9357 -0.021 0.036 0.014 -0.12
O -3.7919 0.2652 5.4470 0.130 0.137 -0.011 -0.13
N -1.2837 -2.0283 0.0998 0.039 -0.068 -0.049 0.05
N 1.4474 -2.5624 2.8091 -0.176 0.013 -0.211 -0.12
C 0.3188 -0.5103 3.4848 -0.132 0.081 0.226 -0.04
C 1.8827 -4.8485 2.0049 -0.050 -0.055 0.051 -0.04
C 0.5984 7.3810 -6.5205 0.041 0.007 -0.057 -0.15
C -0.1655 -0.3191 -2.7500 0.078 0.072 -0.026 -0.19
C 3.7861 -3.4222 2.6280 -0.049 -0.094 0.102 -0.04
C 0.9792 -1.3320 -2.5578 -0.062 -0.038 -0.018 -0.17
C -3.2077 1.5358 0.6807 0.015 -0.021 0.243 0.02
C 2.7736 -0.4886 3.1142 0.075 0.048 0.069 -0.03
C -3.8030 -0.7307 6.4649 -0.038 -0.092 -0.040 -0.13
C 0.1057 1.0726 -2.1805 -0.064 -0.013 0.082 -0.17
C 1.4405 -1.0752 2.6343 0.227 -0.340 -0.282 -0.45
C 2.0738 4.4868 -3.6298 0.036 0.034 0.009 -0.14
C 1.3302 -1.8580 0.1124 -0.169 -0.133 0.107 -0.36
C -1.6512 -4.0215 -3.6685 0.015 0.003 0.052 -0.16
C 0.0123 -2.6910 0.0416 0.140 -0.068 -0.112 -0.20
C 2.3897 -3.4058 1.9947 -0.157 0.186 -0.048 -0.45
C 1.8146 -1.2749 -1.2685 0.016 0.076 0.012 -0.13
C 6.7837 -5.7489 4.4693 -0.052 -0.024 -0.029 -0.16
C -2.0470 2.0468 -0.1147 -0.145 -0.058 -0.498 -0.55
C 2.4463 -2.8324 0.5508 0.229 -0.072 0.017 -0.07
C 1.2031 -0.7233 1.1404 0.013 0.389 -0.075 -0.07
C -5.9676 -0.0392 2.8716 0.081 -0.043 -0.058 -0.17
C -9.4142 1.9202 3.7553 0.053 -0.021 0.033 -0.16
C 4.3533 6.7064 -7.5205 0.069 -0.035 -0.024 -0.17
C -1.0808 2.0143 -2.3108 0.061 0.143 0.179 -0.15
H 0.3652 1.0199 -1.1203 -0.012 0.029 0.021 0.10
H 3.7837 7.1803 -8.3244 -0.008 -0.002 -0.002 0.08
H 2.6679 -5.4955 1.6045 -0.052 0.097 0.001 0.09
H 6.0974 -6.5653 4.2553 0.002 -0.015 0.022 0.08
H 3.8444 5.7884 -7.2447 -0.014 0.003 0.002 0.06
H 1.6558 3.1559 -5.0028 0.009 -0.023 0.024 0.09
H 0.5959 -2.3433 -2.7135 -0.044 0.076 -0.027 0.08
H 3.7168 -3.6989 3.6843 0.014 -0.005 -0.089 0.10
H -3.7463 -0.2864 7.4610 0.000 0.014 -0.015 0.08
H -6.4630 -0.3846 1.9668 -0.039 0.011 0.008 0.07
H -2.9902 -1.4494 6.3386 0.001 0.021 -0.009 0.08
H 7.3081 -4.1231 3.5239 -0.003 -0.007 -0.009 0.08
H -1.2890 -1.0748 -0.2315 0.006 0.032 -0.107 0.04
H 2.9831 4.0124 -3.2534 -0.037 -0.068 0.016 0.08
H 0.9564 1.5473 -2.6821 -0.058 -0.101 -0.009 0.11
H 2.4388 -3.6810 -0.1454 0.082 0.084 0.005 0.13
H -6.0900 1.0456 2.9363 0.004 0.009 -0.003 0.07
H 4.3006 -2.4699 2.5551 0.020 0.043 -0.007 0.06
H -2.3641 -4.0959 -2.8435 0.008 0.026 0.009 0.08
H -10.4636 1.8110 4.0421 -0.004 -0.019 -0.010 0.07
H -1.5432 1.9596 -3.2971 0.069 -0.035 0.035 0.13
H -2.9625 0.7500 5.4951 -0.003 -0.002 0.029 0.09
H 2.7518 -1.7951 -1.4962 -0.112 0.034 -0.091 0.11
H 6.4730 -5.2730 5.4034 -0.003 0.017 -0.007 0.08
H 1.5292 4.9128 -2.7901 0.010 -0.001 0.017 0.09
H -1.8242 -4.8422 -4.3707 -0.006 0.020 -0.021 0.07
H 0.3525 0.5828 3.4294 0.003 -0.125 -0.023 0.09
H 2.1095 -0.2329 -1.1163 0.040 -0.064 0.030 0.10
H 0.0720 -3.3125 -0.8614 0.001 0.072 0.008 0.10
H 4.3638 7.3705 -6.6515 -0.009 -0.003 0.008 0.08
H -0.6475 -4.1275 -3.2611 -0.006 -0.033 0.008 0.06
H -2.5827 -2.6269 -4.6636 0.002 0.022 0.024 0.08
H 0.4372 -0.8246 4.5258 -0.039 0.087 -0.057 0.09
H -1.6721 -2.0603 1.0341 0.069 0.131 -0.060 0.07
H -9.2636 2.9170 3.3318 0.007 -0.007 -0.018 0.08
H 0.9910 -4.9837 1.3965 0.002 -0.011 0.082 0.07
H 3.5603 -0.5490 2.3613 -0.070 -0.029 -0.015 0.07
H 1.6874 -1.1713 -3.3798 0.023 -0.002 0.121 0.11
H -0.4811 7.2376 -6.6127 0.000 -0.019 -0.008 0.08
H 1.9102 0.0696 0.8695 -0.070 -0.078 0.093 0.12
H -0.3264 -0.2142 -3.8291 -0.070 -0.085 0.086 0.11
H -8.8020 1.8319 4.6504 -0.010 0.021 0.015 0.08
H 1.0079 5.6071 -5.8309 -0.091 -0.095 -0.057 0.04
H -1.1071 -0.7123 -2.3649 0.011 -0.009 0.150 0.10
H -4.1644 -0.1316 3.5904 -0.128 -0.130 0.083 0.03
H 4.4063 -4.1718 2.1311 -0.054 0.102 0.025 0.08
H 7.7861 -6.1653 4.5987 0.009 0.010 -0.017 0.07
H -3.4856 2.2712 1.4360 0.028 -0.066 -0.054 0.09
H 6.1346 7.1536 -8.1901 -0.004 -0.007 -0.001 0.07
H 0.9410 7.9725 -7.3671 -0.015 0.023 0.003 0.08
H 0.0208 -3.3834 0.8776 -0.055 -0.011 -0.036 0.08
H 3.1275 -0.9947 4.0143 -0.084 0.083 0.032 0.09
H -2.9034 0.6272 1.2058 -0.066 0.046 -0.022 0.07
H 3.4101 -2.3270 0.4069 -0.095 -0.041 0.060 0.12
H 0.8037 7.9387 -5.6023 0.016 -0.011 0.007 0.08
H -6.4680 -0.4957 3.7297 -0.016 -0.001 0.008 0.07
H -9.5103 0.9430 2.0673 0.007 -0.005 0.008 0.08
H -0.7833 3.0462 -2.1198 -0.006 -0.064 0.029 0.12
H 2.3635 5.2918 -4.3104 0.060 0.035 0.059 0.06
H 0.2083 -0.2773 1.0495 0.078 0.022 -0.031 0.10
H -4.7488 -1.2582 6.3698 -0.002 -0.014 0.019 0.08
H -4.0594 1.2851 0.0520 0.074 0.038 0.012 0.09
H -0.6542 -0.8508 3.1329 0.044 -0.001 0.049 0.07
H 2.6229 0.5694 3.3445 0.063 -0.071 -0.054 0.09
H 1.6472 -5.1634 3.0223 0.059 -0.017 -0.080 0.09
```
Positions in Å, forces in eV/Å.

Values from the calculation:
Gap between HOMO and LUMO (alpha / beta), eV: 8.27 / 9.25
⟨S²⟩: 0.7543
Multiplicity: 2
Energy, hartree: -1928.4948
Charge: 0
Strongest force on any atom, hartree/bohr: 0.0101
HOMO (alpha / beta), Ha: -0.281 / -0.317


2.
2 unconnected molecules or ions with the total composition C4H10NO2, computed with ωB97M-V/def2-TZVPD.

Structure (XYZ):
```
17
Properties=species:S:1:pos:R:3:forces:R:3:nbo_charge:R:1
O 0.8602 -1.7021 -0.4394 1.624 1.381 2.310 -0.59
O 1.7312 0.4278 -0.5706 -1.505 0.119 -1.726 -0.42
N -1.0891 0.2759 -0.3146 1.001 -2.256 0.838 -0.44
C 2.6405 0.4618 0.4882 2.511 -0.766 1.627 -0.30
C 0.9367 -0.5015 -0.9549 -0.238 -0.364 1.220 0.74
C -1.8498 1.1889 -0.6675 -1.262 1.012 -1.379 0.01
C -1.7249 -0.8547 0.4194 -1.296 -0.081 -0.721 -0.47
H 2.3800 1.1616 1.3088 -0.683 -0.645 -0.571 0.24
H 3.5538 0.9491 0.0482 -0.667 -0.997 0.414 0.25
H -2.5804 -1.3468 -0.1963 1.672 0.720 0.899 0.23
H -2.9354 1.0565 -0.5190 0.294 0.544 0.075 0.18
H -2.1980 -0.3536 1.2554 -0.113 -0.486 0.502 0.22
H 2.8709 -0.5953 0.9093 -0.160 1.836 -0.696 0.19
H 1.2794 -1.6492 0.5079 -0.883 -0.636 -2.191 0.52
H -1.0001 -1.6196 0.7629 -0.671 0.631 -0.300 0.21
H 0.3634 -0.3997 -1.8457 0.467 0.302 -0.838 0.23
H -1.4932 2.0384 -1.2746 -0.091 -0.312 0.537 0.20
```
Positions in Å, forces in eV/Å.

Values from the calculation:
Gap between HOMO and LUMO, eV: 10.70
Multiplicity: 1
Energy, hartree: -363.2976
Charge: +1
Strongest force on any atom, hartree/bohr: 0.0611
HOMO, Ha: -0.531


3.
C3H6N2O in the gas phase, computed with ωB97M-V/def2-TZVPD.

Structure (XYZ):
```
12
Properties=species:S:1:pos:R:3:forces:R:3:nbo_charge:R:1
O 2.4452 0.1630 1.8688 0.223 0.043 -0.346 -0.55
N -0.7709 -0.8222 -0.3401 0.140 0.399 0.108 -0.44
N 1.5140 -0.5637 -0.1066 -0.128 0.194 0.083 -0.64
C 2.0452 0.3966 0.7594 0.304 -0.092 0.226 0.54
C -2.0345 -0.1186 -0.3685 -0.447 0.140 -0.001 -0.43
C 0.2516 -0.1150 -0.5417 -0.424 -0.268 0.005 0.26
H 0.2393 0.9122 -0.9421 -0.029 -0.236 0.201 0.15
H -2.8330 -0.6681 -0.8690 0.219 -0.098 -0.101 0.20
H -2.3460 -0.0112 0.6794 -0.014 -0.008 -0.219 0.21
H -1.9707 0.8932 -0.7939 0.010 -0.109 -0.065 0.17
H 2.0329 1.4102 0.3150 0.048 -0.128 0.145 0.11
H 1.4269 -1.4764 0.3394 0.097 0.163 -0.038 0.41
```
Positions in Å, forces in eV/Å.

Values from the calculation:
Structure (SMILES): C/N=C/NC=O
Gap between HOMO and LUMO, eV: 10.81
Multiplicity: 1
Energy, hartree: -302.6384
Charge: 0
Strongest force on any atom, hartree/bohr: 0.0098
HOMO, Ha: -0.360


4.
2 unconnected molecules or ions with the total composition C3H10NO, computed with ωB97M-V/def2-TZVPD.

Structure (XYZ):
```
15
Properties=species:S:1:pos:R:3:forces:R:3:nbo_charge:R:1
O -0.2446 -0.8496 -0.6285 0.314 0.559 0.355 -0.74
N -2.4062 0.2764 0.6533 1.016 -0.338 -0.471 -0.89
C 0.7110 1.3486 -0.0893 -0.306 -0.460 0.328 -0.68
C 2.0363 -0.7625 0.0535 -0.622 0.398 -0.126 -0.46
C 0.8912 -0.1375 -0.1956 0.573 -0.137 -0.190 0.29
H -3.0544 0.6697 -0.0254 -0.135 -0.045 0.007 0.45
H -1.9287 1.0282 1.1502 -0.366 0.060 0.333 0.45
H -1.6123 -0.2337 0.1517 -0.345 -0.062 -0.155 0.48
H 0.2544 1.6098 0.8711 -0.058 0.094 0.023 0.20
H 0.0546 -1.7635 -0.7057 -0.356 -0.213 -0.122 0.51
H 0.0958 1.7572 -0.8922 0.172 -0.016 -0.091 0.23
H 1.6973 1.8006 -0.0824 -0.073 0.194 -0.141 0.27
H -2.8616 -0.3905 1.2735 -0.157 0.237 0.175 0.45
H 2.1441 -1.8289 -0.0903 0.149 -0.036 0.151 0.21
H 2.8644 -0.1600 0.3923 0.195 -0.235 -0.077 0.23
```
Positions in Å, forces in eV/Å.

Values from the calculation:
Gap between HOMO and LUMO, eV: 9.28
Multiplicity: 1
Energy, hartree: -250.0326
Charge: +1
Strongest force on any atom, hartree/bohr: 0.0227
HOMO, Ha: -0.481


> What is the strongest force on any atom in the first record?

0.0101 hartree/bohr


> Which value of strongest force on any atom does entry 3 give?

0.0098 hartree/bohr